Record 1
{
  "formula": "C38H86O6PS",
  "method": "ωB97M-V/def2-TZVPD",
  "elements": ["C", "C", "S", "C", "C", "C", "C", "C", "C", "C", "C", "C", "C", "P", "C", "C", "H", "H", "H", "H", "H", "H", "H", "H", "H", "H", "H", "H", "H", "H", "H", "H", "H", "H", "H", "H", "H", "H", "H", "H", "H", "H", "C", "C", "O", "C", "C", "H", "H", "H", "H", "H", "H", "H", "H", "H", "H", "C", "C", "O", "C", "C", "H", "H", "H", "H", "H", "H", "H", "H", "H", "H", "C", "C", "O", "C", "C", "H", "H", "H", "H", "H", "H", "H", "H", "H", "H", "C", "C", "O", "C", "C", "H", "H", "H", "H", "H", "H", "H", "H", "H", "H", "C", "C", "O", "C", "C", "H", "H", "H", "H", "H", "H", "H", "H", "H", "H", "C", "C", "O", "C", "C", "H", "H", "H", "H", "H", "H", "H", "H", "H", "H"],
  "coordinates": [[5.6668, -1.6197, 2.9610], [5.2323, -0.6393, 2.1777], [4.9809, 0.8757, 1.1006], [5.6917, 2.2906, 2.0766], [5.5760, 3.7370, 1.3681], [4.2488, 3.9446, 0.4596], [4.4959, 5.3531, -0.3600], [2.9899, 4.0044, 1.4700], [1.6130, 4.5292, 0.8160], [1.0592, 3.6321, -0.4003], [0.7769, 2.2266, -0.2148], [1.0366, 1.2230, -1.4641], [0.2431, 1.5718, 1.1788], [6.0991, 0.4364, -0.6775], [4.8235, -0.1020, -2.0223], [7.1277, 1.9084, -1.2845], [5.9818, -2.3353, 3.8143], [6.8003, 2.1135, 2.3995], [5.0971, 2.3305, 3.0779], [5.4898, 4.5162, 2.2354], [6.5368, 4.0580, 0.7872], [4.1014, 3.1435, -0.3589], [5.2767, 5.9469, 0.2391], [3.5229, 5.9182, -0.5830], [5.0084, 5.0246, -1.3570], [3.2344, 4.5822, 2.4552], [2.7884, 2.9027, 1.8105], [0.8031, 4.5073, 1.6555], [1.6724, 5.6452, 0.4835], [0.8399, 4.1197, -1.4370], [2.1158, 0.7997, -1.3211], [0.9249, 1.8048, -2.4583], [0.2420, 0.3843, -1.4040], [0.3150, 2.3120, 2.0659], [-0.8305, 1.1652, 1.0111], [0.9763, 0.6931, 1.4075], [5.2615, -0.9578, -2.6719], [4.5747, 0.8474, -2.6255], [3.8989, -0.5237, -1.4553], [6.5113, 2.4770, -2.0837], [8.0545, 1.4815, -1.8541], [7.5511, 2.5810, -0.4559], [-3.5283, -0.1810, -4.4103], [-3.2127, -0.4957, -2.9576], [-2.3359, 0.4461, -2.3497], [-2.7908, 1.7943, -2.3007], [-4.0876, 1.9668, -1.5298], [-2.6060, -0.1278, -4.9994], [-4.1745, -0.9534, -4.8361], [-4.0387, 0.7776, -4.5182], [-2.7101, -1.4657, -2.9099], [-4.1293, -0.5947, -2.3679], [-2.8758, 2.2007, -3.3141], [-2.0050, 2.3718, -1.8024], [-4.9124, 1.4161, -1.9867], [-4.3704, 3.0218, -1.4911], [-3.9758, 1.5971, -0.5063], [4.4322, 3.1177, -7.2111], [3.0463, 2.6310, -6.8217], [2.9705, 2.1389, -5.4881], [3.2953, 3.0602, -4.4554], [2.3983, 4.2816, -4.4325], [5.1677, 2.3145, -7.0902], [4.4410, 3.4498, -8.2526], [4.7597, 3.9545, -6.5914], [2.7690, 1.8008, -7.4766], [2.2959, 3.4115, -6.9801], [4.3520, 3.3424, -4.5223], [3.1789, 2.5251, -3.5065], [2.4760, 4.8661, -5.3514], [2.6685, 4.9335, -3.5975], [1.3516, 3.9831, -4.3206], [-5.9163, 1.2779, 3.8895], [-6.1236, 0.0176, 3.0660], [-5.3154, -0.0360, 1.8967], [-3.9079, -0.0056, 2.1003], [-3.3929, -1.1594, 2.9422], [-6.1155, 2.1684, 3.2830], [-6.5858, 1.2832, 4.7540], [-4.8924, 1.3592, 4.2599], [-7.1630, -0.0141, 2.7285], [-5.9701, -0.8796, 3.6737], [-3.6093, 0.9588, 2.5262], [-3.4470, -0.0598, 1.1084], [-3.8150, -1.1518, 3.9492], [-2.3052, -1.1067, 3.0344], [-3.6595, -2.1159, 2.4835], [-4.9926, -4.2373, 0.7340], [-3.6559, -4.7935, 1.1960], [-3.7484, -5.5880, 2.3715], [-4.5737, -6.7443, 2.2890], [-4.1270, -7.7324, 1.2250], [-5.4531, -3.6390, 1.5280], [-4.8589, -3.6071, -0.1498], [-5.6965, -5.0302, 0.4749], [-2.9924, -3.9577, 1.4344], [-3.1655, -5.3570, 0.3959], [-5.6188, -6.4521, 2.1426], [-4.5250, -7.2331, 3.2671], [-4.1624, -7.2991, 0.2230], [-4.7714, -8.6150, 1.2315], [-3.0962, -8.0502, 1.4073], [1.0770, -6.6056, -1.5610], [0.4560, -6.6774, -2.9463], [-0.9366, -6.9638, -2.9299], [-1.7656, -6.0307, -2.2477], [-1.6974, -4.6265, -2.8236], [0.9175, -7.5454, -1.0210], [2.1521, -6.4192, -1.6341], [0.6400, -5.8067, -0.9590], [0.9344, -7.4871, -3.5038], [0.6471, -5.7598, -3.5116], [-1.5319, -6.0306, -1.1777], [-2.7923, -6.3991, -2.3386], [-0.6931, -4.2032, -2.7530], [-2.3799, -3.9622, -2.2868], [-1.9755, -4.6335, -3.8816], [0.7640, 0.4349, 6.6726], [0.1427, 0.3626, 5.2876], [-1.2498, 0.0767, 5.3041], [-2.0798, 1.0103, 5.9859], [-2.0122, 2.4142, 5.4096], [0.6043, -0.5046, 7.2130], [1.8392, 0.6210, 6.5993], [0.3275, 1.2340, 7.2742], [0.6209, -0.4478, 4.7302], [0.3341, 1.2803, 4.7217], [-1.8469, 1.0109, 7.0558], [-3.1060, 0.6406, 5.8946], [-1.0081, 2.8382, 5.4808], [-2.6952, 3.0782, 5.9454], [-2.2897, 2.4066, 4.3511]],
  "forces_ev_per_a": [[-2.35, 5.86, -3.58], [3.31, -4.21, 3.79], [-0.82, -1.09, 1.96], [1.38, 1.45, 1.89], [-0.35, 0.41, -0.36], [0.18, 1.48, 0.35], [0.64, -1.48, -0.07], [-0.41, -1.04, -0.23], [-1.48, 0.35, 0.14], [-0.27, -2.52, 0.87], [0.40, 2.34, -0.68], [-1.19, 0.60, 1.20], [1.78, 0.00, -0.84], [1.91, -1.83, -1.25], [-0.60, 0.79, 0.44], [0.08, 0.72, -1.15], [-0.85, 1.40, -2.10], [-2.03, -0.11, -0.87], [0.74, -0.46, -1.97], [0.19, -1.54, -1.45], [-1.72, -1.00, 0.96], [0.16, 0.91, 1.50], [-1.48, -0.45, -0.99], [1.68, -0.81, 0.42], [-0.96, 0.90, 1.66], [-0.34, -0.73, -1.95], [0.26, 1.84, -0.53], [1.47, 0.14, -1.30], [0.04, -2.04, 0.62], [1.23, -1.08, 1.80], [-2.00, 0.72, -0.41], [0.37, -1.07, 1.61], [1.46, 1.18, -0.40], [-0.38, -1.20, -1.60], [1.89, 0.74, 0.31], [-1.54, 1.26, -0.18], [-0.47, 1.67, 1.26], [0.02, -1.78, 0.65], [1.53, 0.83, -1.12], [1.06, -0.51, 1.54], [-1.78, 0.38, 1.18], [-0.92, -1.05, -1.25], [0.08, 0.13, -0.09], [-0.08, 0.01, -0.11], [0.27, -0.04, 0.14], [-0.10, 0.01, 0.01], [-0.08, -0.10, 0.06], [-0.12, -0.07, 0.08], [0.08, 0.05, 0.06], [-0.08, -0.07, 0.01], [0.13, 0.18, 0.12], [-0.06, 0.05, -0.03], [-0.08, -0.01, -0.01], [0.08, -0.24, -0.05], [0.02, 0.10, -0.01], [0.05, -0.07, 0.00], [-0.03, 0.07, -0.08], [0.14, -0.02, 0.12], [0.10, 0.08, -0.13], [0.02, -0.20, 0.28], [-0.06, -0.05, -0.21], [-0.11, 0.14, -0.04], [-0.12, 0.08, -0.08], [-0.01, -0.06, 0.11], [-0.04, 0.06, -0.09], [-0.04, -0.04, 0.27], [0.04, 0.06, 0.01], [0.04, 0.14, -0.04], [-0.08, -0.16, -0.17], [0.06, 0.01, 0.09], [-0.03, -0.04, -0.03], [0.10, 0.01, 0.02], [0.08, 0.14, -0.04], [0.03, 0.06, 0.05], [-0.02, 0.03, -0.22], [-0.06, -0.14, 0.09], [-0.03, -0.11, 0.02], [-0.02, -0.13, 0.09], [0.04, -0.01, -0.10], [-0.02, -0.05, 0.07], [0.18, -0.04, -0.18], [0.06, 0.02, 0.07], [0.04, 0.01, 0.10], [-0.26, 0.01, -0.01], [0.14, 0.04, -0.01], [-0.10, 0.02, 0.05], [0.00, 0.12, 0.02], [-0.14, -0.02, 0.07], [-0.16, -0.04, 0.03], [0.14, 0.09, 0.12], [0.01, -0.04, -0.06], [0.11, 0.02, -0.11], [0.10, -0.02, -0.14], [0.00, -0.01, 0.10], [0.05, 0.02, -0.08], [0.02, -0.19, 0.18], [-0.06, -0.04, -0.08], [0.00, -0.02, -0.08], [0.11, 0.25, -0.05], [-0.09, -0.05, 0.02], [0.05, 0.07, 0.02], [-0.11, 0.01, 0.02], [-0.07, -0.04, 0.17], [-0.04, -0.02, 0.09], [-0.05, -0.09, -0.06], [0.06, 0.01, -0.06], [0.08, 0.08, -0.11], [0.06, 0.12, -0.11], [-0.08, -0.05, -0.02], [0.06, 0.04, -0.03], [-0.26, 0.00, 0.00], [0.02, 0.08, 0.05], [0.05, 0.08, 0.01], [0.21, -0.15, -0.08], [-0.05, 0.03, 0.08], [0.02, -0.06, -0.02], [-0.02, -0.01, 0.11], [-0.07, -0.04, 0.16], [-0.10, -0.03, 0.15], [0.05, -0.11, -0.14], [0.03, 0.07, -0.01], [0.08, 0.05, -0.10], [0.06, 0.12, -0.12], [-0.08, -0.04, 0.00], [0.08, 0.04, -0.05], [-0.25, -0.03, -0.02], [0.02, 0.11, 0.04], [0.03, 0.07, -0.01], [0.21, -0.16, -0.08], [-0.05, 0.03, 0.09], [0.04, -0.07, -0.05], [-0.03, -0.01, 0.08]],
  "lowdin_charge": [0.095, -0.323, 0.751, -0.376, -0.229, -0.357, -0.061, -0.182, -0.204, -0.079, -0.284, -0.069, -0.065, 0.713, -0.290, -0.311, 0.091, 0.124, 0.120, 0.138, 0.111, 0.112, 0.083, 0.076, 0.086, 0.133, 0.101, 0.112, 0.107, 0.110, 0.054, 0.084, 0.080, 0.068, 0.089, 0.082, 0.074, 0.034, 0.048, 0.053, 0.075, 0.044, -0.074, -0.272, -0.183, -0.275, -0.064, 0.083, 0.081, 0.066, 0.104, 0.108, 0.107, 0.106, 0.073, 0.082, 0.065, -0.079, -0.271, -0.163, -0.297, -0.074, 0.082, 0.082, 0.064, 0.122, 0.108, 0.101, 0.086, 0.072, 0.069, 0.082, -0.072, -0.271, -0.162, -0.278, -0.057, 0.085, 0.082, 0.044, 0.120, 0.108, 0.097, 0.103, 0.071, 0.073, 0.059, -0.071, -0.280, -0.158, -0.274, -0.077, 0.078, 0.075, 0.068, 0.104, 0.084, 0.107, 0.120, 0.060, 0.080, 0.083, -0.083, -0.279, -0.156, -0.282, -0.078, 0.085, 0.075, 0.062, 0.120, 0.103, 0.093, 0.121, 0.066, 0.062, 0.087, -0.078, -0.285, -0.171, -0.268, -0.076, 0.087, 0.074, 0.067, 0.116, 0.093, 0.109, 0.109, 0.065, 0.083, 0.069],
  "total_charge": 1,
  "orbital_gap_ha": 0.2496
}

***

Record 2
{
  "formula": "C2H4N3",
  "method": "ωB97M-V/def2-TZVPD",
  "elements": ["C", "N", "C", "N", "N", "H", "H", "H", "H"],
  "coordinates": [[-0.5051, 1.1213, 0.0407], [0.6282, 0.3980, 0.0220], [0.2394, -0.9045, 0.0604], [-1.2192, -0.8566, 0.0063], [-1.5407, 0.3404, 0.0522], [-0.5212, 2.2171, -0.1436], [1.6069, 0.5026, 0.0589], [0.7261, -1.5194, 0.8715], [0.5856, -1.2989, -0.9685]],
  "forces_ev_per_a": [[5.66, 2.88, -0.93], [-2.38, 2.21, 0.92], [-0.24, -3.39, -1.57], [1.28, -1.84, 0.83], [-4.08, -0.69, -0.31], [-0.10, -0.89, 0.60], [1.30, 1.66, -0.06], [-0.82, 0.33, -0.75], [-0.62, -0.28, 1.27]],
  "lowdin_charge": [-0.002, 0.143, -0.164, 0.167, 0.087, 0.182, 0.176, 0.196, 0.216],
  "e_above_lowest_kcal_mol": 56.89,
  "total_charge": 1,
  "orbital_gap_ha": 0.3323,
  "smiles": "C1=[NH+]CN=N1"
}

***

Record 3
{
  "formula": "CCl2O3S",
  "method": "ωB97M-V/def2-TZVPD",
  "elements": ["Cl", "O", "S", "Cl", "O", "C", "O"],
  "coordinates": [[-0.5210, -1.8988, -1.5573], [-0.9798, -0.0087, -0.8236], [-2.0187, 0.7203, -1.4784], [-1.0925, 1.5363, -3.0932], [1.1733, 0.8377, 2.7817], [1.5749, -0.0823, 2.2673], [1.8638, -1.1044, 1.9035]],
  "forces_ev_per_a": [[0.18, -0.79, -0.27], [2.30, -1.25, 2.32], [-2.18, 1.92, -2.00], [-0.29, 0.13, -0.02], [-1.02, 3.91, 1.26], [-0.70, -0.15, 0.86], [1.70, -3.77, -2.15]],
  "lowdin_charge": [0.240, -0.940, 0.525, 0.181, 0.232, -0.481, 0.242],
  "e_above_lowest_kcal_mol": 16.85,
  "total_charge": 0,
  "orbital_gap_ha": [0.2943, 0.2904],
  "smiles": "ClOSCl.O=C=O"
}